This record from the Open Molecules 2025 dataset describes a 11-piece molecular cluster, C63H140BF22N7P3 overall in a non-equilibrium geometry. The level of theory is the ωB97M-V functional and the def2-TZVPD basis.

Summary:
2S+1: 1
Charge: +3
DFT total energy (Ha): -6113.774356
Highest occupied orbital energy (eV): -15.452

XYZ file:
```
236
Properties=species:S:1:pos:R:3:forces:R:3
C 9.13758 16.06775 28.71980 -0.4 -0.5 -0.4
C 10.33705 15.06342 28.68132 -0.8 1.7 0.2
C 11.67127 15.84104 28.75416 -0.1 -0.2 1.0
C 11.80304 16.92107 27.70410 0.3 -0.2 1.2
N 13.20189 17.52180 27.64958 -0.3 0.6 -0.9
C 13.19426 18.58398 26.62085 0.5 2.3 1.1
C 14.66695 18.70446 26.16636 -0.1 2.4 -0.8
C 15.40395 17.51040 26.62755 -0.2 -2.3 1.1
C 14.22561 16.63404 27.06100 0.5 -1.8 1.7
C 13.65762 18.01695 28.95805 -1.4 0.0 0.5
H 9.18803 16.90260 29.42258 0.8 0.0 0.1
H 8.15058 15.63618 29.02681 0.9 -0.1 -0.8
H 9.11989 16.48010 27.70395 -0.7 0.2 0.3
H 10.33703 14.53775 27.73129 -0.3 -0.2 -0.1
H 10.16589 14.35317 29.47815 0.7 -0.2 0.2
H 12.47404 15.10167 28.58191 -0.1 0.4 0.7
H 11.69280 16.40946 29.72282 0.4 -1.2 -0.4
H 11.13384 17.72770 27.97953 -0.1 0.3 -0.3
H 11.57872 16.52505 26.74518 -0.1 0.0 -1.0
H 12.77071 19.52867 27.06613 0.4 -0.9 -0.4
H 12.54030 18.24623 25.85970 -0.4 -0.2 -0.9
H 15.20846 19.58397 26.53027 -0.6 0.2 0.3
H 14.69511 18.87028 25.09982 -0.1 -0.4 -0.3
H 16.07006 17.67175 27.48410 -0.1 0.2 -0.2
H 15.98428 16.93567 25.90555 -0.1 0.4 -0.2
H 14.38195 15.90982 27.89199 0.5 0.0 -1.1
H 13.76715 16.17197 26.20940 -0.2 -0.4 -0.4
H 14.51312 18.66427 28.92768 0.4 0.1 -0.5
H 13.87667 17.12842 29.54090 -0.1 0.2 0.5
H 12.79976 18.59476 29.33818 0.5 -0.3 0.4
C 8.79287 19.78138 17.25482 0.5 -0.9 0.1
C 9.22806 18.32234 16.91058 0.0 0.5 0.3
C 8.83438 17.37750 18.04950 0.4 -1.5 -1.4
C 9.33953 15.92445 17.69392 -0.7 1.6 0.7
N 9.26712 14.93643 18.86856 1.2 0.3 -1.8
C 10.16943 15.33676 20.01496 0.6 -1.2 -0.5
C 10.42941 13.95630 20.75610 0.1 2.5 0.4
C 10.32960 12.90517 19.68047 -1.4 -1.2 0.1
C 9.80741 13.59144 18.42712 0.7 0.6 -0.2
C 7.91519 14.79009 19.35827 -0.8 0.2 0.2
H 7.75777 20.09329 17.06923 0.1 -0.6 0.1
H 9.41715 20.44810 16.70073 0.4 0.6 -0.4
H 9.05524 19.93144 18.30961 -0.3 0.2 -0.2
H 10.31503 18.26773 16.84529 0.2 0.3 0.0
H 8.90444 17.98535 15.91180 -0.4 0.0 0.4
H 7.75907 17.45011 18.12280 -0.4 -0.3 0.5
H 9.32461 17.65940 18.95726 0.1 0.6 0.6
H 10.37079 16.02024 17.36439 0.2 -0.3 0.3
H 8.74728 15.62512 16.83546 -0.2 -0.8 0.2
H 9.64250 16.12835 20.52623 0.3 0.0 0.6
H 11.11919 15.69037 19.58097 -0.5 0.0 0.1
H 9.70999 13.89377 21.58894 0.5 -0.4 -0.3
H 11.44173 14.06922 21.15713 -0.3 -0.3 0.2
H 9.56740 12.13177 19.96936 0.9 0.5 -0.1
H 11.27279 12.40940 19.47376 0.0 0.0 0.0
H 9.04793 13.02139 17.93720 -0.7 -0.1 -0.4
H 10.59416 13.81355 17.71059 0.1 0.0 0.1
H 7.25969 14.55353 18.51566 -0.1 0.0 0.3
H 7.63495 15.70724 19.87219 -0.3 0.0 -0.2
H 7.93266 14.00600 20.09571 -0.3 -0.4 0.2
C 19.67948 15.72485 17.20891 -0.3 0.2 1.3
C 18.61356 15.97650 18.32490 1.1 -0.1 0.2
C 17.88489 14.72948 18.77780 0.0 -1.2 -0.2
C 17.02439 14.17808 17.63421 -0.7 -1.0 0.7
N 16.29544 12.87519 18.05022 -0.2 -0.8 0.6
C 17.19991 11.70385 18.42346 0.1 0.4 -0.3
C 16.24316 10.47987 18.39684 1.3 -0.3 -0.7
C 15.31509 10.74959 17.19678 -1.7 1.6 1.3
C 15.43012 12.29294 16.96717 1.6 0.0 -2.0
C 15.36769 13.20330 19.16055 -0.3 0.8 0.6
H 19.18919 15.63974 16.26058 0.1 0.1 -0.8
H 20.29468 14.83627 17.39014 -0.4 -0.1 0.1
H 20.40093 16.53911 17.24773 -0.2 0.2 -0.5
H 17.86994 16.70855 18.02354 0.0 0.2 -0.2
H 19.15324 16.39826 19.18256 -0.3 -0.1 0.0
H 17.30748 14.86504 19.71115 0.2 0.3 -0.6
H 18.61045 13.93649 19.00049 0.2 0.3 0.1
H 17.60860 13.92909 16.72847 -0.4 0.3 0.4
H 16.16375 14.81836 17.47202 0.3 0.4 -0.6
H 17.62609 11.90276 19.39902 -0.1 0.0 0.2
H 18.05054 11.76106 17.71518 -0.6 -0.6 0.1
H 15.77919 10.43197 19.39032 -0.3 -0.1 -0.5
H 16.76120 9.51557 18.23273 0.0 0.6 0.3
H 14.26365 10.58812 17.47378 0.3 -0.3 0.0
H 15.45144 10.18208 16.28288 0.6 0.0 0.1
H 14.50300 12.88168 16.87092 0.4 -0.4 0.1
H 16.08648 12.44100 16.07473 -0.9 0.0 0.2
H 14.74265 14.05135 18.81203 0.6 -0.5 0.6
H 15.96670 13.44994 20.04909 -0.5 0.0 -0.3
H 14.68575 12.38759 19.38841 0.3 -0.3 -0.1
C 16.33163 18.67760 16.05418 2.1 0.0 -1.3
C 16.39282 19.99845 16.79292 -1.5 -0.3 0.9
C 16.04419 19.79141 18.31617 1.8 0.8 -1.5
C 14.57030 19.82097 18.38412 -1.0 -2.1 0.0
N 14.04570 19.57694 19.75460 -1.6 1.4 0.0
C 12.50558 19.78032 19.79519 0.1 0.1 -0.8
C 12.16775 20.64263 21.01350 1.2 0.6 0.1
C 13.53863 20.88358 21.75346 -0.1 -0.3 -0.4
C 14.61929 20.68127 20.65544 -1.6 -1.0 0.8
C 14.31940 18.24929 20.29542 1.5 -0.4 0.8
H 17.02852 17.97033 16.53468 -0.6 0.0 -0.1
H 16.74015 18.75602 15.01883 -0.1 0.3 0.6
H 15.38394 18.23967 15.85753 -1.0 -0.4 0.6
H 15.58012 20.65828 16.46061 0.5 0.2 -0.5
H 17.34247 20.48392 16.63847 0.3 0.2 0.1
H 16.47926 20.61661 18.87584 0.0 0.0 0.1
H 16.55126 18.88357 18.64038 -0.4 -0.2 0.3
H 14.15038 19.06934 17.68930 0.1 -0.1 0.6
H 14.10481 20.72209 18.07595 0.2 1.1 -0.2
H 12.06744 18.79467 19.79452 0.0 -0.3 0.4
H 12.15898 20.20993 18.84095 0.5 0.1 0.5
H 11.52112 20.09607 21.67849 -0.5 0.1 0.1
H 11.76475 21.62181 20.68815 -0.1 -0.8 0.3
H 13.61476 20.24118 22.64672 0.3 -0.1 -0.7
H 13.63182 21.90031 22.12971 -0.1 0.2 0.0
H 15.57360 20.33133 21.01354 0.2 0.2 0.0
H 14.66971 21.58409 20.06110 0.1 0.1 -0.2
H 15.41817 18.15321 20.37582 -0.8 -0.3 0.0
H 13.88172 17.43602 19.74485 -0.1 0.1 -0.8
H 13.86708 18.17612 21.27150 0.1 0.2 0.5
C 15.71733 27.88768 18.40651 0.7 0.6 -0.6
C 15.04380 28.03754 19.76132 0.8 1.3 -0.4
C 13.78515 27.23455 19.74619 -1.9 0.0 1.0
C 12.92413 27.50186 21.00573 1.9 -0.5 0.3
N 11.87467 26.52227 21.23606 -0.6 -1.9 0.9
C 11.21532 26.74240 22.55445 0.2 -0.8 1.2
C 10.34835 25.51535 22.76354 -0.6 0.1 0.9
C 11.07755 24.33055 22.16681 1.8 0.3 -1.1
C 12.30658 25.04362 21.42967 -0.7 -0.3 0.3
C 10.89213 26.61477 20.16986 -2.5 0.2 -1.4
H 16.76286 28.22546 18.27282 -0.5 0.1 0.7
H 15.14356 28.45942 17.67182 0.0 -0.2 0.0
H 15.73298 26.86071 18.09866 -0.2 -0.7 -0.2
H 14.88330 29.13511 19.91245 -0.2 -0.9 0.1
H 15.66496 27.71892 20.58659 0.4 -0.2 0.2
H 13.97813 26.14835 19.74369 0.2 0.4 -0.4
H 13.14958 27.49999 18.89307 0.3 -0.3 -0.2
H 12.42323 28.43980 21.02952 -0.2 1.0 -0.3
H 13.52868 27.47488 21.91240 0.4 0.0 0.0
H 10.69203 27.68854 22.62568 0.1 0.2 -0.2
H 11.99428 26.63824 23.33735 -0.1 0.7 -0.6
H 9.39685 25.61772 22.30981 -1.0 0.2 -0.5
H 10.11563 25.41572 23.82219 0.2 -0.1 0.1
H 10.52710 23.81193 21.35660 0.0 0.0 0.9
H 11.48449 23.63676 22.94236 -0.5 0.4 -0.9
H 12.55693 24.55352 20.48428 0.0 0.4 0.1
H 13.13876 25.07771 22.12161 0.4 0.1 -0.1
H 11.17669 25.96311 19.33309 0.1 0.5 0.2
H 10.77954 27.69405 19.85062 0.1 -1.3 0.4
H 9.87598 26.22441 20.50495 1.4 0.7 -0.4
C 12.28509 18.30590 13.36647 0.5 -0.1 0.4
C 12.94103 19.57415 13.93574 0.7 0.6 0.0
C 11.99086 20.79597 14.08443 0.6 -0.7 -0.3
C 11.44970 21.22246 12.70493 -0.4 0.6 0.0
N 10.89520 22.64803 12.75162 0.1 -0.2 -0.5
C 10.39914 23.16762 11.38226 0.3 -1.2 1.0
C 10.45517 24.65258 11.53079 0.4 1.0 -0.8
C 11.45036 25.01153 12.66132 0.1 -1.8 -0.1
C 11.96348 23.60975 13.09696 1.5 0.0 -0.8
C 9.85260 22.75045 13.78683 -1.0 -2.0 -0.8
H 12.79810 17.39952 13.72740 -0.5 0.4 0.4
H 12.39170 18.16772 12.30376 -0.2 0.5 -0.6
H 11.22039 18.32156 13.62496 0.2 -0.4 0.0
H 13.85436 19.89538 13.38849 -0.6 -0.3 -0.1
H 13.35702 19.36446 14.92494 -0.3 -0.1 0.1
H 12.49969 21.59480 14.65291 -0.1 -0.4 -0.8
H 11.18705 20.47717 14.75192 -0.3 0.0 -0.2
H 10.61210 20.57219 12.39706 0.4 0.3 0.0
H 12.19715 21.25374 11.88109 -0.3 -0.2 0.7
H 9.42173 22.73394 11.22635 -0.3 0.1 -0.1
H 11.04398 22.80599 10.58918 0.4 -0.3 0.2
H 9.43094 25.00550 11.65353 0.3 0.6 0.1
H 10.94542 25.08946 10.65566 -0.9 -0.1 -0.3
H 10.91900 25.49968 13.45614 0.3 0.5 0.5
H 12.30201 25.57139 12.25576 -0.5 0.2 0.5
H 12.28605 23.46733 14.12806 -0.3 0.4 -0.2
H 12.79727 23.23407 12.45356 -0.3 0.9 0.4
H 9.11805 21.95176 13.54226 -0.1 0.9 0.0
H 9.43550 23.73705 13.81923 -0.2 0.3 0.2
H 10.27968 22.39740 14.69833 0.3 0.5 0.8
C 16.83448 23.51087 18.90730 -1.7 -0.7 -0.5
C 16.86984 24.07164 20.34720 1.0 0.0 -1.1
C 17.61238 23.07310 21.24833 0.1 -1.2 -0.2
C 18.16646 23.74554 22.46840 1.4 2.6 0.2
N 18.74124 22.92001 23.59146 1.3 1.2 1.0
C 19.60980 23.79860 24.56653 0.6 1.0 -1.3
C 20.55666 22.86268 25.32192 -1.0 -0.6 -0.1
C 20.66185 21.62299 24.40165 0.3 0.3 -0.3
C 19.84112 21.99218 23.15882 0.8 -0.2 -1.3
C 17.65605 22.30902 24.37976 1.1 -1.7 -0.5
H 17.77766 23.14226 18.50184 0.3 0.4 0.4
H 16.35722 24.12288 18.12811 0.4 0.5 0.5
H 16.17664 22.63098 18.83123 0.2 0.0 0.4
H 15.92602 24.40116 20.75297 -0.7 -0.4 0.0
H 17.40938 25.01837 20.27299 0.5 0.0 0.3
H 18.40047 22.61585 20.58482 -0.5 0.3 1.0
H 16.98478 22.23622 21.61962 0.0 0.3 -0.6
H 17.42942 24.46544 22.90910 0.3 -0.9 -0.1
H 18.98758 24.45838 22.16110 -0.6 -0.9 0.2
H 19.04246 24.47333 25.19272 -0.6 -0.2 0.1
H 20.14604 24.45246 23.84784 0.0 -0.4 0.6
H 20.16022 22.64223 26.32125 0.1 -0.1 -0.3
H 21.55418 23.24236 25.46187 0.1 0.7 0.0
H 20.22582 20.71922 24.83409 0.6 0.0 0.1
H 21.74837 21.54368 24.12234 -1.3 -0.7 0.2
H 19.37826 21.10601 22.67674 0.5 0.6 0.0
H 20.53446 22.61356 22.47648 -1.4 -1.1 0.6
H 16.89496 23.03114 24.42063 -1.0 0.8 0.8
H 18.07778 21.91274 25.29498 -0.2 0.5 0.5
H 17.29523 21.42251 23.88985 -0.3 -0.3 -0.6
B 13.31712 15.87812 17.40585 -0.4 -0.1 1.1
F 12.46773 16.86096 17.99460 0.0 0.1 -0.6
F 14.49107 15.84654 18.18731 0.2 0.1 0.0
F 12.62928 14.61852 17.60378 0.6 0.5 -0.6
F 13.67069 16.16080 16.10759 -0.5 -0.2 -0.1
P 11.52067 16.95996 23.32555 -1.4 -0.1 -1.8
F 12.61652 18.11642 23.54814 0.1 0.1 0.1
F 12.62084 16.04358 22.55364 -0.1 0.4 -0.2
F 11.88504 16.21535 24.66441 0.7 0.0 1.6
F 10.39636 15.83231 23.08337 -0.3 -0.3 -0.4
F 10.39283 17.87179 24.07208 0.6 0.0 0.1
F 11.07800 17.63718 21.88441 0.4 0.1 0.3
P 12.18519 23.08294 17.43032 -0.4 2.5 1.8
F 13.08734 22.01571 16.63822 -1.0 -0.1 -0.3
F 12.61196 22.46029 18.84088 0.4 -1.0 0.5
F 13.49260 24.03828 17.55018 0.3 0.1 -0.6
F 11.40242 24.23289 18.32727 -0.5 0.1 0.1
F 11.67565 23.90148 16.14350 0.4 -0.8 -0.7
F 10.81826 22.21366 17.45302 0.9 -0.3 -0.7
P 17.07238 18.15254 23.05039 2.0 -0.3 0.9
F 17.51334 16.71846 23.61833 -0.5 0.0 -0.1
F 18.65786 18.55463 22.91361 -0.2 -0.1 -0.9
F 17.03831 17.56387 21.53186 0.0 0.4 0.5
F 16.68540 19.63826 22.54018 -0.1 0.7 -0.8
F 15.52075 17.86861 23.27523 -0.2 -0.4 -0.1
F 17.19995 18.79868 24.54879 -0.6 -0.1 0.5
```
Positions in Å, forces in eV/Å.